ORCA calculation (wB97M-V/def2-TZVPD) on 8 unconnected molecules or ions with the total composition C40H76Br16FN5O6P at a distorted geometry.

The gap between HOMO and LUMO comes out at 6.036 eV. Its HOMO energy is -10.470 eV. The lowest unoccupied orbital energy comes out at -4.434 eV.

Geometry as ORCA input:
```
! RIJCOSX wB97M-V def2-TZVPD def2/J DEFGRID3
* xyz 1 1
C -2.48789 0.86065 -4.31116
C -1.72890 2.02650 -5.15056
C -2.60916 3.38727 -5.09525
C -1.69290 4.72953 -4.94687
C -0.83398 4.69757 -3.58053
C 0.71356 5.13264 -3.75225
C 1.48186 4.40723 -4.96875
C 2.76339 3.53185 -4.51456
C 3.82140 4.44840 -3.71117
C 3.76718 4.06219 -2.13931
C 5.21315 3.65243 -1.51933
C 4.99889 3.32759 0.05145
C 5.55195 1.86473 0.47850
C 5.63836 1.80285 2.08995
C 4.34729 1.06715 2.77334
C 4.49709 1.25868 4.36030
C 4.79901 0.13364 5.38427
O 4.97558 -1.26485 5.24490
C 6.20674 -1.60179 4.53167
C 6.08571 -3.18751 4.16539
C 5.30082 -3.39446 2.77627
N 4.90331 0.74087 6.73577
C 5.22519 0.00274 7.99119
O 4.51221 -1.24684 8.15965
N 3.55548 -1.16471 9.15660
O 2.60935 -0.58321 8.66375
C 4.63791 2.18393 6.61720
P 4.56558 3.52751 7.96946
N 5.59598 3.07792 9.35198
O 5.25912 5.01453 7.40194
N 4.39893 2.44772 5.20812
C 4.06116 3.72182 4.50073
O 4.78548 4.74312 4.48334
N 2.72926 3.74905 3.80350
C 1.78442 4.64713 4.54254
O 0.77075 5.02754 3.89884
F 1.95459 5.03369 5.89889
H -2.20459 0.88642 -3.20217
H -2.25365 -0.17535 -4.77678
H -3.63474 0.98584 -4.42170
H -1.55708 1.66972 -6.22883
H -0.67135 2.16826 -4.69258
H -3.18833 3.50874 -6.08521
H -3.34977 3.35629 -4.21170
H -1.06332 4.79232 -5.90347
H -2.34634 5.68859 -4.92611
H -0.81591 3.63069 -3.12172
H -1.38172 5.40693 -2.84167
H 1.21847 4.97409 -2.72738
H 0.71196 6.27739 -3.92429
H 0.77659 3.68996 -5.53412
H 1.84949 5.23822 -5.67798
H 2.38912 2.64651 -3.89168
H 3.32579 3.08889 -5.41985
H 3.46206 5.54969 -3.79701
H 4.89118 4.42328 -4.13795
H 3.06095 3.19034 -1.91003
H 3.40702 4.97212 -1.53966
H 5.88462 4.57643 -1.62282
H 5.71804 2.79620 -2.10548
H 5.58620 4.08972 0.67841
H 3.86788 3.32715 0.24601
H 6.60286 1.73815 0.03302
H 4.89903 1.01207 0.08084
H 6.61896 1.23508 2.34077
H 5.75242 2.88661 2.48810
H 4.40455 -0.03970 2.48368
H 3.42783 1.61651 2.36993
H 6.41071 -0.94391 3.61784
H 7.07131 -1.51175 5.28411
H 5.40285 -3.62293 4.99993
H 7.08143 -3.74266 4.24968
H 4.45800 -2.60481 2.71573
H 4.78073 -4.41675 2.73203
H 6.02986 -3.27469 1.89002
H 5.09824 0.61250 8.95151
H 6.35316 -0.26746 7.93147
H 5.88933 3.96700 9.79639
H 6.40786 2.53171 9.01360
H 6.08351 4.83809 6.87898
H 2.28453 2.80609 3.90872
Br -4.48761 -1.58633 -7.30422
C -5.23237 -2.92069 -6.09288
C -5.48709 -2.33496 -4.72649
Br -3.82955 -2.15388 -3.71672
H -4.53896 -3.76223 -6.08061
H -6.16890 -3.23409 -6.55828
H -6.10925 -3.00405 -4.13219
H -5.95065 -1.34863 -4.75801
Br -6.94069 -4.83110 -10.08469
C -6.68685 -3.66426 -11.62687
C -5.95829 -2.40110 -11.24164
Br -7.14344 -1.15213 -10.32844
H -7.67347 -3.48170 -12.05388
H -6.09379 -4.25037 -12.33090
H -5.61577 -1.86855 -12.13106
H -5.10915 -2.57622 -10.57988
Br 2.04430 -0.98523 10.65833
C 0.55025 -1.30483 11.87787
C 0.75329 -0.59499 13.19507
Br 2.03718 -1.54078 14.31652
H 0.44947 -2.38625 11.98077
H -0.32631 -0.90966 11.35994
H -0.17292 -0.58288 13.77302
H 1.11853 0.42482 13.08445
Br 2.73104 2.51333 14.15948
C 1.33743 3.87274 14.27663
C 0.00872 3.26295 14.65030
Br -0.81219 2.36902 13.12430
H 1.31959 4.39424 13.31915
H 1.67726 4.56009 15.05374
H -0.70235 4.03877 14.94045
H 0.08083 2.52605 15.45083
Br -6.31820 -5.91990 -4.92037
C -7.86949 -6.22617 -3.77860
C -7.73188 -5.49868 -2.46433
Br -6.50282 -6.42511 -1.26966
H -7.97369 -7.30591 -3.66729
H -8.71962 -5.83976 -4.34430
H -8.68569 -5.48048 -1.93339
H -7.36256 -4.47876 -2.57124
Br -4.99079 -4.67483 -14.82644
C -5.18846 -6.56686 -14.39836
C -6.36033 -7.17261 -15.13003
Br -8.04874 -6.67313 -14.29380
H -5.27104 -6.64120 -13.31328
H -4.25319 -7.02919 -14.71982
H -6.32684 -8.26233 -15.07353
H -6.42046 -6.86990 -16.17576
Br -4.72876 0.60811 -1.22308
C -6.31839 0.08593 -0.21719
C -6.67570 -1.35919 -0.45298
Br -7.54464 -1.59431 -2.17988
H -7.11343 0.77706 -0.49900
H -6.05343 0.24977 0.82913
H -7.40908 -1.69814 0.28135
H -5.81412 -2.02771 -0.43366
Br -2.83777 -5.16620 -0.59417
C -1.20265 -5.81731 -1.43129
C -1.05575 -5.27734 -2.83292
Br -2.22351 -6.21790 -4.07795
H -1.23444 -6.90647 -1.38844
H -0.39377 -5.45627 -0.79293
H -0.04449 -5.44932 -3.20698
H -1.29217 -4.21570 -2.91435
*
```